16
Properties=species:S:1:pos:R:3 method="wB97M-V/def2-TZVPD" total_charge=0 homo_lumo_gap_ha=0.3427 e_above_lowest_kcal_mol=80.3 energy_ev=-9081.2141
C -1.178 0.291 2.105
C 2.289 -0.271 -0.595
C -1.298 0.589 0.785
C 1.441 -0.010 0.335
C -0.711 -0.057 -1.708
C -0.614 -0.277 -0.180
F -0.584 -1.630 0.041
H -1.672 0.802 2.991
H -0.389 -0.414 2.500
H 3.364 -0.243 -0.450
H 2.049 -0.367 -1.686
H -2.060 1.357 0.575
H 1.563 0.224 1.423
H -1.436 0.744 -1.953
H -1.015 -0.959 -2.119
H 0.251 0.220 -2.062


88
Properties=species:S:1:pos:R:3 method="wB97M-V/def2-TZVPD" total_charge=0 homo_lumo_gap_ha=0.2854 energy_ev=-62496.3777
O 3.394 -0.217 -0.214
P 3.016 -1.373 -1.178
C 1.166 -1.317 -1.647
C 0.367 -0.071 -0.972
N -0.996 -0.704 -0.802
C -0.682 -2.036 -0.239
O -1.109 -2.445 0.850
C 0.311 -2.676 -1.317
H 3.388 -2.678 -0.713
H 3.718 -1.164 -2.429
H 1.125 -1.181 -2.784
H 0.703 0.292 0.045
H 0.206 0.693 -1.805
H -1.502 -0.787 -1.698
H -0.105 -2.905 -2.361
H 0.943 -3.486 -0.820
C -0.457 0.913 3.215
C -0.703 1.525 1.873
N -0.897 2.000 0.816
H -1.114 0.054 3.357
H 0.581 0.583 3.287
H -0.655 1.648 4.000
C -1.943 4.638 -0.614
C -2.188 5.239 -1.963
N -2.381 5.709 -3.021
H -2.600 3.780 -0.465
H -0.907 4.308 -0.537
H -2.141 5.378 0.163
C -4.884 -2.883 -0.586
C -3.936 -2.805 -1.739
N -3.192 -2.744 -2.658
H -5.463 -1.960 -0.517
H -5.567 -3.721 -0.723
H -4.328 -3.025 0.343
C -3.714 3.591 4.252
C -2.738 2.725 4.983
N -1.973 2.044 5.557
H -4.014 4.428 4.884
H -3.256 3.978 3.341
H -4.599 3.010 3.987
C -0.462 5.736 -5.991
C 0.512 4.604 -5.893
N 1.277 3.715 -5.816
H -0.671 5.955 -7.039
H -1.393 5.469 -5.489
H -0.045 6.625 -5.517
C 4.041 -3.760 2.591
C 3.895 -2.487 1.813
N 3.779 -1.478 1.190
H 4.354 -3.536 3.613
H 3.088 -4.290 2.619
H 4.789 -4.399 2.122
C 4.317 -7.917 3.856
C 4.094 -7.291 2.515
N 3.918 -6.799 1.464
H 3.655 -8.775 3.979
H 5.352 -8.250 3.941
H 4.110 -7.191 4.644
C -5.581 -5.812 -4.770
C -6.121 -4.865 -3.745
N -6.544 -4.123 -2.941
H -6.249 -6.668 -4.871
H -5.500 -5.307 -5.733
H -4.594 -6.162 -4.467
C 2.457 2.130 6.043
C 2.531 0.645 5.875
N 2.591 -0.521 5.744
H 1.933 2.574 5.195
H 1.919 2.373 6.960
H 3.464 2.547 6.099
C -6.738 1.153 -2.193
C -6.826 0.502 -0.849
N -6.894 -0.010 0.206
H -5.935 1.891 -2.196
H -6.533 0.400 -2.956
H -7.681 1.650 -2.426
C 6.854 -0.241 6.297
C 6.484 1.182 6.571
N 6.192 2.298 6.787
H 6.659 -0.479 5.250
H 7.913 -0.396 6.506
H 6.264 -0.906 6.929
C 3.459 5.214 -7.914
C 3.301 6.470 -8.713
N 3.178 7.455 -9.339
H 3.785 5.456 -6.902
H 2.507 4.685 -7.863
H 4.201 4.567 -8.383


134
Properties=species:S:1:pos:R:3 method="wB97M-V/def2-TZVPD" total_charge=0 homo_lumo_gap_ha=0.3763 energy_ev=-636115.9461 smiles="CCCCCCCCCC[C@]1(CCCCOC(C)=O)OS(=O)(=O)O[C@]1(CC[C@](F)(Br)C(F)(F)Br)CP(=O)(O)O.ClC(Cl)Cl.ClC(Cl)Cl.ClC(Cl)Cl.ClC(Cl)Cl.ClC(Cl)Cl.ClC(Cl)Cl.ClC(Cl)Cl.ClC(Cl)Cl.ClC(Cl)Cl.ClC(Cl)Cl.ClC(Cl)Cl"
C -3.189 -2.727 -1.491
C -2.481 -3.415 -0.326
C -0.976 -3.218 -0.357
C -0.229 -4.110 -1.363
C 0.578 -3.319 -2.387
C 2.057 -3.373 -2.102
C 2.392 -2.539 -0.889
C 2.595 -1.052 -1.183
C 1.776 -0.217 -0.219
C 1.348 1.118 -0.782
C -0.040 1.505 -0.357
C -1.011 0.683 -1.278
C -1.516 1.420 -2.494
C -0.457 1.897 -3.475
C -1.015 2.929 -4.414
O -0.327 4.167 -4.128
C -1.088 5.265 -4.236
C -0.847 6.235 -3.151
O -1.870 5.436 -5.127
O -0.280 2.911 -0.634
S -1.533 3.435 0.167
O -2.678 3.748 -0.620
O -1.073 4.526 0.966
O -1.771 2.121 0.982
C -0.475 1.382 1.102
C -0.946 0.027 1.588
C 0.107 -0.796 2.335
C -0.192 -1.091 3.779
F 0.209 -0.108 4.580
Br 0.846 -2.682 4.274
C -1.662 -1.368 4.130
F -2.279 -0.210 4.227
F -1.782 -1.930 5.315
Br -2.541 -2.504 2.863
C 0.244 2.113 2.246
P 1.924 2.718 2.117
O 2.937 1.670 1.972
O 2.103 3.451 3.532
O 2.010 3.857 1.027
H -3.875 -3.381 -1.983
H -3.758 -1.908 -1.095
H -2.503 -2.301 -2.186
H -2.820 -2.989 0.598
H -2.659 -4.473 -0.332
H -0.789 -2.181 -0.581
H -0.594 -3.398 0.635
H -0.928 -4.773 -1.838
H 0.467 -4.715 -0.809
H 0.419 -3.724 -3.365
H 0.258 -2.293 -2.421
H 2.575 -2.991 -2.963
H 2.380 -4.387 -1.983
H 1.621 -2.652 -0.149
H 3.301 -2.924 -0.467
H 2.312 -0.840 -2.201
H 3.636 -0.826 -1.094
H 0.901 -0.811 -0.024
H 2.341 -0.075 0.679
H 1.336 1.040 -1.845
H 2.090 1.858 -0.569
H -0.520 -0.214 -1.596
H -1.884 0.392 -0.729
H -2.159 0.727 -3.007
H -2.144 2.251 -2.248
H 0.312 2.399 -2.929
H -0.022 1.070 -4.009
H -0.828 2.685 -5.435
H -2.064 3.083 -4.252
H -1.421 7.113 -3.342
H -1.129 5.827 -2.201
H 0.192 6.496 -3.118
H -1.304 -0.554 0.767
H -1.808 0.231 2.182
H 1.051 -0.289 2.331
H 0.285 -1.724 1.848
H 0.294 1.515 3.128
H -0.342 2.964 2.521
H 1.269 3.780 3.873
H 2.912 3.854 0.712
Cl -4.692 2.400 5.214
C -5.488 0.832 5.346
Cl -6.241 0.639 6.928
Cl -6.667 0.616 4.053
H -4.736 0.068 5.240
Cl -7.442 -4.433 -2.159
C -6.867 -4.383 -0.494
Cl -5.451 -5.415 -0.300
Cl -6.515 -2.725 -0.007
H -7.652 -4.759 0.144
Cl 2.951 6.575 5.641
C 2.187 6.663 4.049
Cl 0.463 6.283 4.128
Cl 2.441 8.249 3.328
H 2.660 5.925 3.416
Cl 2.133 -6.467 -4.236
C 3.279 -7.368 -3.242
Cl 4.937 -6.997 -3.703
Cl 3.020 -7.032 -1.529
H 3.109 -8.421 -3.405
Cl -3.200 7.040 0.899
C -4.174 5.577 0.960
Cl -4.671 5.212 2.613
Cl -5.584 5.721 -0.102
H -3.571 4.758 0.599
Cl -1.114 2.961 5.161
C -0.527 3.244 6.803
Cl 0.914 4.253 6.721
Cl -1.787 3.965 7.795
H -0.253 2.294 7.237
Cl 8.036 -3.870 -5.138
C 8.744 -5.328 -4.444
Cl 8.482 -5.385 -2.704
Cl 8.073 -6.773 -5.202
H 9.806 -5.311 -4.637
Cl -0.068 -2.160 -5.959
C -1.794 -2.515 -6.046
Cl -2.329 -3.533 -4.709
Cl -2.741 -1.031 -6.092
H -1.974 -3.050 -6.966
Cl 5.239 4.815 3.659
C 6.095 3.618 4.628
Cl 7.820 3.975 4.690
Cl 5.410 3.525 6.250
H 5.966 2.656 4.154
Cl -5.259 1.159 -0.982
C -6.156 2.460 -1.760
Cl -5.672 2.652 -3.444
Cl -7.893 2.209 -1.625
H -5.877 3.359 -1.231
Cl 7.865 -6.085 1.732
C 7.822 -7.592 0.817
Cl 6.867 -7.404 -0.651
Cl 9.454 -8.141 0.437
H 7.352 -8.344 1.433


117
Properties=species:S:1:pos:R:3 method="wB97M-V/def2-TZVPD" total_charge=+2 homo_lumo_gap_ha=0.2607 e_above_lowest_kcal_mol=0.0 energy_ev=-105864.3600
Zr 0.294 1.029 -0.071
C 4.356 -1.689 -3.143
C 3.126 -1.122 -2.507
N 2.032 -0.951 -3.140
O 2.126 -1.355 -4.458
C 3.142 -0.719 -1.068
C 4.285 -1.118 -0.192
N 2.170 -0.020 -0.631
O 2.140 0.394 0.667
H 4.505 -1.237 -4.122
H 4.233 -2.762 -3.309
H 5.241 -1.530 -2.536
H 1.286 -1.078 -4.852
H 4.584 -2.145 -0.395
H 4.009 -1.014 0.853
H 5.150 -0.477 -0.377
N 4.309 6.735 4.918
C 3.336 6.140 4.180
C 3.028 4.780 4.370
C 2.011 4.192 3.656
C 1.289 4.944 2.731
C 1.588 6.286 2.520
C 2.600 6.879 3.240
S -0.001 4.207 1.846
O -0.730 3.315 2.746
O -0.762 5.208 1.160
N 0.643 3.158 0.761
C 1.400 3.618 -0.271
N 1.948 4.827 -0.359
C 2.707 5.036 -1.424
C 2.948 4.073 -2.406
C 2.311 2.864 -2.250
N 1.511 2.649 -1.203
H 4.904 6.190 5.514
H 4.595 7.676 4.719
H 3.581 4.206 5.102
H 1.762 3.152 3.827
H 1.017 6.853 1.799
H 2.824 7.928 3.091
H 3.152 6.021 -1.504
H 3.591 4.276 -3.248
H 2.414 2.046 -2.955
O -0.338 0.928 2.066
H -0.906 0.250 2.444
H -0.573 1.844 2.454
N -6.241 4.516 -0.925
C -5.925 3.204 -0.964
O -6.693 2.317 -1.268
C -4.492 2.847 -0.645
C -3.404 3.626 -1.007
C -2.130 3.142 -0.773
N -1.903 1.956 -0.197
C -2.961 1.220 0.178
C -4.260 1.622 -0.034
H -7.203 4.769 -1.087
H -5.644 5.191 -0.479
H -3.525 4.585 -1.493
H -1.263 3.724 -1.055
H -2.745 0.261 0.633
H -5.093 0.993 0.247
C -2.861 -6.310 4.397
C -2.476 -5.044 3.643
C -1.969 -5.349 2.237
C -1.597 -4.118 1.428
N -0.460 -3.442 2.059
C 0.090 -2.305 1.654
S -0.559 -1.534 0.242
N 1.132 -1.795 2.299
C 1.721 -2.280 3.548
C 2.947 -3.162 3.335
C 2.655 -4.515 2.690
C 1.933 -5.488 3.620
H -3.226 -6.081 5.398
H -2.007 -6.982 4.499
H -3.649 -6.853 3.872
H -1.714 -4.501 4.213
H -3.338 -4.374 3.573
H -2.740 -5.888 1.682
H -1.108 -6.026 2.286
H -2.433 -3.419 1.373
H -1.327 -4.392 0.406
H 0.026 -3.972 2.768
H 1.547 -0.968 1.878
H 0.952 -2.788 4.135
H 1.999 -1.395 4.121
H 3.424 -3.316 4.307
H 3.664 -2.605 2.726
H 3.601 -4.967 2.386
H 2.090 -4.369 1.763
H 2.566 -5.747 4.469
H 1.676 -6.413 3.105
H 1.008 -5.081 4.044
N -0.386 0.428 -2.078
S -1.779 0.414 -2.887
C -1.280 0.386 -4.607
C -0.149 1.109 -4.966
C 0.231 1.148 -6.300
C -0.522 0.485 -7.259
C -1.660 -0.219 -6.888
C -2.049 -0.273 -5.558
C -2.526 -1.187 -2.737
C -3.888 -1.218 -2.469
C -4.517 -2.451 -2.347
C -3.782 -3.618 -2.485
C -2.415 -3.570 -2.744
C -1.778 -2.349 -2.876
H 0.309 -0.199 -2.502
H 0.422 1.629 -4.209
H 1.114 1.703 -6.590
H -0.224 0.519 -8.298
H -2.248 -0.733 -7.636
H -2.930 -0.832 -5.272
H -4.451 -0.298 -2.361
H -5.580 -2.493 -2.148
H -4.276 -4.576 -2.394
H -1.850 -4.486 -2.852
H -0.712 -2.304 -3.069


25
Properties=species:S:1:pos:R:3 method="wB97M-V/def2-TZVPD" multiplicity=4 total_charge=0 homo_lumo_gap_ha="0.2627 / 0.1363" e_above_lowest_kcal_mol=0.0 energy_ev=-18319.2905
C -3.168 1.347 -0.222
O -2.116 1.186 0.679
C -2.152 -0.076 1.381
C -0.830 -0.264 2.088
O 0.099 -0.950 1.217
C 0.983 -0.003 0.154
C 0.798 -0.562 -1.241
O -0.587 -0.819 -1.453
C -0.945 -1.052 -2.803
Au -1.540 -1.669 0.119
H -3.045 2.316 -0.725
H -3.163 0.554 -0.995
H -4.149 1.337 0.287
H -2.973 -0.030 2.121
H -0.964 -0.875 2.996
H -0.364 0.691 2.401
H 1.951 -0.393 0.514
H 0.373 0.913 0.212
H 1.367 -1.498 -1.370
H 1.147 0.173 -1.983
H -2.020 -1.269 -2.820
H -0.726 -0.158 -3.404
H -0.397 -1.919 -3.201
O 2.523 1.511 -0.430
H 2.062 2.290 -0.768


14
Properties=species:S:1:pos:R:3 method="wB97M-V/def2-TZVPD" total_charge=0 homo_lumo_gap_ha=0.3355 e_above_lowest_kcal_mol=135.2 energy_ev=-9841.4155
C 2.251 0.464 -0.032
C 0.513 0.923 -0.019
N 0.776 0.032 -0.968
O -0.375 0.613 0.973
C -1.336 -0.420 0.767
C -2.132 -0.170 -0.506
O -2.592 -1.052 -1.186
H 2.364 0.623 1.046
H 2.707 -0.507 -0.271
H 2.711 1.265 -0.600
H 0.340 -0.903 -0.841
H -0.934 -1.441 0.767
H -2.021 -0.332 1.618
H -2.271 0.904 -0.749


Number 1: strongest force on any atom 4.80 eV Å⁻¹. Number 2: strongest force on any atom 10.35 eV Å⁻¹. Number 3: strongest force on any atom 1.77 eV Å⁻¹. Number 4: strongest force on any atom 0.25 eV Å⁻¹. Number 5: strongest force on any atom 4.81 eV Å⁻¹. Number 6: strongest force on any atom 0.65 eV Å⁻¹.